[1]
C6H15NO | the ωB97M-V functional and the def2-TZVPD basis

net charge: 0
energy above the lowest of the compared OMol25 structures with the same formula, charge and spin: 580.73 kJ/mol
HOMO level (alpha / beta): -6.2 / -6.1 eV
Kohn-Sham gap (alpha / beta): 6.987 / 6.933 eV
multiplicity: 1

Atoms and positions in Å:
C -0.2676 0.5884 -0.2743
C -1.3410 -0.0887 -1.0666
C -1.3783 -0.0916 0.4519
C 2.5781 -0.3811 -0.2882
C -2.3694 0.6649 -1.8757
C 1.2175 -1.1994 2.4638
N 1.5551 0.2254 -0.9272
O -0.1524 1.9848 -0.2609
H -0.8488 2.3793 0.2724
H 0.9752 -0.2852 1.9070
H -1.0618 -1.0383 -1.5179
H 1.2298 -0.2493 -1.7602
H 1.6580 1.2303 -1.0471
H -1.1887 -1.0225 0.9661
H -2.1215 0.5302 0.9426
H 3.0424 0.1650 0.5171
H 2.5317 -1.4549 -0.1981
H -2.5874 1.6319 -1.4247
H -3.3005 0.1012 -1.9402
H -2.0043 0.8359 -2.8888
H 0.5453 -1.2572 3.3103
H 1.0466 -2.0543 1.8238
H 2.2420 -1.2150 2.8148

---

[2]
C6H15NO | the ωB97M-V functional and the def2-TZVPD basis

net charge: 0
energy above the lowest of the compared OMol25 structures with the same formula, charge and spin: 337.58 kJ/mol
HOMO level: -8.4 eV
Kohn-Sham gap: 9.121 eV
multiplicity: 1

Atoms and positions in Å:
C 1.1470 -0.7919 -0.8497
C -0.9750 0.1488 -2.8475
O 0.3051 -1.6601 -1.2072
H -0.4841 -0.8982 -2.1411
H 1.3877 0.0184 -1.5350
H 1.8082 -0.9935 -0.0023
H -0.6062 1.1074 -2.4984
H -0.7705 0.0871 -3.9143
H -2.0420 0.1083 -2.6669
C -1.6706 -0.6813 0.9292
C 1.4874 1.5902 1.1021
C -0.3536 -0.1256 1.3568
N 0.2457 -0.7644 2.4128
C 0.2360 0.8834 0.6650
H -0.0312 -1.7142 2.5958
H 1.2073 -0.5520 2.6158
H -0.3724 1.3937 -0.0658
H -2.2399 -1.0605 1.7768
H -1.4675 -1.4982 0.2209
H -2.2643 0.0549 0.3947
H 1.3074 2.1973 1.9938
H 1.8480 2.2542 0.3189
H 2.2975 0.8961 1.3456

---

[3]
C6H15NO | the ωB97M-V functional and the def2-TZVPD basis

net charge: 0
energy above the lowest of the compared OMol25 structures with the same formula, charge and spin: 148.94 kJ/mol
HOMO level: -7.4 eV
Kohn-Sham gap: 8.114 eV
multiplicity: 1

Atoms and positions in Å:
C 0.8670 3.6774 -0.1779
C 0.7343 2.2298 0.2992
C 0.8109 1.2523 -0.8641
C 1.0915 -0.1965 -0.5167
C 2.3067 -0.8910 -1.0489
C 0.1898 -0.8543 0.2321
N 0.3654 -2.1464 0.6734
H 0.6073 4.3709 0.6296
H 1.8780 3.9198 -0.5120
H 0.1826 3.8608 -1.0124
H -0.1582 2.1122 0.8975
H 1.4942 1.9938 1.0576
H -0.0575 1.3403 -1.5324
H 1.5915 1.5915 -1.5150
H 2.7186 -0.3881 -1.9236
H 2.0225 -1.8986 -1.3890
H 3.1674 -1.0311 -0.3826
H -0.7339 -0.3336 0.4248
H 1.2369 -2.5720 0.4062
H -0.2768 -2.6438 1.2591
O -5.1529 -2.7249 1.1652
H -5.0220 -1.7964 0.9394
H -5.8624 -3.0619 0.6165

---

[4]
C6H15NO | the ωB97M-V functional and the def2-TZVPD basis

net charge: 0
energy above the lowest of the compared OMol25 structures with the same formula, charge and spin: 184.60 kJ/mol
HOMO level: -8.3 eV
Kohn-Sham gap: 9.093 eV
multiplicity: 1

Atoms and positions in Å:
C 2.6145 1.5830 -0.1821
C 2.0903 0.3151 -0.8612
C 0.6688 -0.0267 -0.5979
C -0.3875 1.0310 -0.8018
C 0.2737 -1.2953 -0.3419
C -1.0987 -1.6976 0.0465
N 1.2915 -2.3383 -0.2655
H 2.6773 2.4761 -0.7890
H 3.5984 1.3825 0.2537
H 2.0647 1.7685 0.7521
H 2.0144 0.4910 -1.9697
H 2.8435 -0.4548 -0.8457
H -1.1813 0.9922 -0.0631
H 0.0805 2.0104 -0.7087
H -0.7685 1.0222 -1.8235
H -1.8284 -1.6998 -0.7721
H -1.1350 -2.6377 0.5861
H -1.4554 -0.8887 0.6975
H 1.1723 -3.0680 -0.9544
H 1.2677 -2.7604 0.6572
O -4.7935 1.1056 2.3429
H -5.6892 0.9718 2.7115
H -4.3201 1.7181 2.9290

---

[5]
C6H15NO | the ωB97M-V functional and the def2-TZVPD basis

net charge: 0
energy above the lowest of the compared OMol25 structures with the same formula, charge and spin: 148.50 kJ/mol
HOMO level: -7.8 eV
Kohn-Sham gap: 8.692 eV
multiplicity: 1

Atoms and positions in Å:
C -0.9957 0.8596 -2.3561
C -0.0847 -0.1070 -1.5485
C 0.1821 0.3909 -0.1627
C 1.3650 1.2921 0.0074
C -0.5657 0.0159 0.8948
C -0.1823 0.1912 2.3787
N -1.5946 -0.9243 0.8462
H -1.7501 1.2953 -1.7024
H -1.6379 0.2556 -3.0143
H -0.4990 1.5921 -2.9813
H -0.5242 -1.0968 -1.6615
H 0.9171 -0.1772 -1.9884
H 1.6495 1.5412 1.0112
H 2.2635 0.8721 -0.4568
H 1.2045 2.2199 -0.5604
H -0.9888 0.5133 3.0252
H 0.0926 -0.8372 2.6677
H 0.7565 0.6868 2.5594
H -2.2451 -0.9366 0.0765
H -1.8105 -1.4478 1.6693
O 1.5011 -2.4565 0.5335
H 2.1816 -1.7554 0.6313
H 0.7651 -1.9870 0.1314

---

[6]
C6H15NO | the ωB97M-V functional and the def2-TZVPD basis

net charge: 0
energy above the lowest of the compared OMol25 structures with the same formula, charge and spin: 212.78 kJ/mol
HOMO level: -9.0 eV
Kohn-Sham gap: 10.021 eV
multiplicity: 1

Atoms and positions in Å:
C -1.2471 -2.7768 -0.0528
C -0.7717 -1.5448 -0.7645
C -0.0395 -1.5377 -1.9128
C 0.6323 -0.3673 -2.5300
H -0.7829 -2.8097 0.9539
H -2.3578 -2.8028 0.0418
H -0.9043 -3.6762 -0.5772
H -0.9473 -0.6280 -0.2172
H 0.0333 -2.4875 -2.4601
H 0.8002 0.4782 -1.8369
H 0.0592 -0.0743 -3.4215
H 1.6579 -0.5988 -2.8730
C 1.0636 2.6005 0.4477
N 0.1336 1.5443 0.9294
C 0.0719 1.3298 2.3590
O -0.7967 0.2413 2.6362
H 0.9129 3.4888 1.0882
H 0.7922 2.8799 -0.5864
H 2.1427 2.2993 0.4924
H 0.3451 0.6348 0.5395
H 1.0468 1.0345 2.8027
H -0.2352 2.3008 2.7787
H -1.6090 0.4718 2.1628

---

[7]
C6H15NO | the ωB97M-V functional and the def2-TZVPD basis

net charge: +1
energy above the lowest of the compared OMol25 structures with the same formula, charge and spin: 175.68 kJ/mol
HOMO level (alpha / beta): -13.0 / -13.0 eV
⟨S²⟩: 0.75
Kohn-Sham gap (alpha / beta): 9.995 / 5.136 eV
multiplicity: 2

Atoms and positions in Å:
C -2.6717 -1.2394 -0.1552
O -3.3608 -1.9663 -1.1953
C -1.4197 -0.6296 -0.7787
C -0.1687 -0.5954 0.1524
C -0.0576 0.7097 0.9951
C 1.0978 1.5972 0.5205
N 2.3744 1.0118 0.7514
C 3.1292 0.4937 -0.3516
H -3.3903 -0.5089 0.1969
H -2.3990 -2.0047 0.5699
H -4.1714 -1.5546 -1.4985
H -1.6333 0.4126 -0.9970
H -1.1504 -1.0356 -1.7495
H -0.3014 -1.4465 0.8251
H 0.6982 -0.8240 -0.4643
H 0.0527 0.4419 2.0442
H -0.9768 1.2413 0.7595
H 1.0827 2.0431 -0.4769
H 1.0122 2.5099 1.1268
H 2.3022 0.3501 1.5334
H 2.9379 1.0669 -1.2448
H 4.1737 0.4792 -0.0494
H 2.8400 -0.5525 -0.5142

---

[8]
C6H15NO2 | the ωB97M-V functional and the def2-TZVPD basis

net charge: 0
energy above the lowest of the compared OMol25 structures with the same formula, charge and spin: 296.41 kJ/mol
HOMO level: -7.9 eV
Kohn-Sham gap: 8.525 eV
multiplicity: 1

Atoms and positions in Å:
C -2.9012 2.2290 1.4550
N -2.2317 1.5528 0.3550
C -1.6463 0.3184 0.5713
C -0.7649 -0.2252 -0.2779
C -0.4709 -1.6959 -0.3558
C 1.0045 -1.9576 0.1158
C 2.0418 -1.5015 -0.9381
O 1.6342 -1.6615 -2.2827
H -2.4433 1.9823 2.4338
H -3.8878 1.8802 1.7836
H -2.8372 3.3032 1.2575
H -1.7921 2.2300 -0.2398
H -2.2643 -0.3761 1.1463
H -0.3479 0.4336 -1.0379
H -0.7129 -2.0288 -1.3650
H -1.2663 -2.1490 0.2581
H 1.2032 -3.0636 0.0548
H 1.0647 -1.6953 1.1627
H 2.9251 -2.1454 -0.8212
H 2.3735 -0.4627 -0.8424
H 0.7080 -1.4094 -2.3302
O 2.5991 2.2907 1.1890
H 1.9148 2.5489 0.5461
H 3.3712 1.9428 0.7235

---

[9]
C6H15NO2 | the ωB97M-V functional and the def2-TZVPD basis

net charge: 0
energy above the lowest of the compared OMol25 structures with the same formula, charge and spin: 322.81 kJ/mol
HOMO level: -7.7 eV
Kohn-Sham gap: 8.499 eV
multiplicity: 1

Atoms and positions in Å:
C -1.3407 -0.9604 -1.7249
C -1.1179 -0.6036 -0.2873
C -2.2833 0.0337 0.4085
C -0.0242 -1.1112 0.3755
N 0.0176 -1.0770 1.7961
H -1.5989 -0.0642 -2.2918
H -2.1708 -1.6714 -1.8089
H -0.4506 -1.4106 -2.1640
H -2.7269 0.7968 -0.2330
H -3.0410 -0.7236 0.6400
H -1.9992 0.4935 1.3542
H 0.4023 -2.0176 -0.0523
H 0.4310 -0.2864 2.2717
H 0.4704 -1.8658 2.2412
O -0.2958 1.5875 -0.9542
C 0.6441 2.0402 -0.3209
O 0.6257 2.2304 1.0014
H 1.4940 2.5419 -0.7895
H 0.0003 1.6077 1.4224
C 2.5950 0.1647 -0.1977
H 1.3955 -0.2805 -0.0609
H 2.9302 0.4176 -1.2051
H 3.0861 -0.7611 0.0921
H 2.9570 0.9194 0.4875

---

[10]
C6H15NO2 | the ωB97M-V functional and the def2-TZVPD basis

net charge: 0
energy above the lowest of the compared OMol25 structures with the same formula, charge and spin: 123.99 kJ/mol
HOMO level: -9.7 eV
Kohn-Sham gap: 10.474 eV
multiplicity: 1

Atoms and positions in Å:
C 1.5337 -0.7694 -0.3341
C 0.3904 0.2400 -0.1912
C -0.0788 0.3754 1.2495
C 0.9271 1.1344 2.2416
O 2.0848 1.6720 1.6347
C -0.8845 -0.1363 -1.1495
C -1.6926 -1.3497 -0.6876
N -1.7744 0.9991 -1.2429
O -0.4275 -0.3572 -2.4694
H 1.2741 -1.7390 0.1003
H 1.8028 -0.9212 -1.3841
H 2.4460 -0.4113 0.1504
H 0.7648 1.2054 -0.5557
H -1.0230 0.9276 1.3034
H -0.2840 -0.6077 1.6899
H 1.2208 0.4542 3.0483
H 0.3908 1.9662 2.7095
H 2.7941 1.0149 1.7252
H -2.2004 -1.1700 0.2654
H -2.4609 -1.6156 -1.4256
H -1.0542 -2.2321 -0.5781
H -2.4482 0.8001 -1.9817
H -1.2295 1.7802 -1.6057
H -0.0714 -1.2601 -2.5125